Record 1
Density functional theory data (ωB97M-V/def2-TZVPD) for 2 unconnected molecules or ions with the total composition C8H10Si.

Calculated values
LUMO level (spin up / spin down) (eV): -0.56 / -0.41
Highest occupied orbital energy (spin up / spin down) (Eh): -0.3324 / -0.3046
E (hartree): -600.1314
ΔE to the lowest compared entry with this formula, charge and spin (eV): 4.373
Molecular weight (g/mol): 134.3
Orbital gap (spin up / spin down) (eV): 8.49 / 7.88

```
! RIJCOSX wB97M-V def2-TZVPD def2/J DEFGRID3
* xyz 0 1
H -1.412 1.382 1.883
Si -0.032 1.651 -0.205
C 0.815 -2.953 -0.319
H -1.742 3.682 -0.103
C -0.442 -2.439 -0.292
C -1.713 2.614 0.055
C 1.666 -0.736 -0.493
H 2.541 -0.039 -0.293
H -2.674 2.013 0.023
C -0.888 2.195 1.313
H 1.897 3.117 -1.309
C -0.691 -1.077 -0.334
H 2.897 -2.375 -0.449
H -1.644 -0.595 -0.303
H 1.023 -3.977 -0.265
H -0.703 2.951 2.062
H -1.245 -3.152 -0.114
C 1.926 -2.089 -0.418
C 0.422 -0.173 -0.439
*
```

Record 2
Density functional theory data (ωB97M-V/def2-TZVPD) for 8 unconnected molecules or ions with the total composition C50H51F10N2O.

Calculated values
LUMO level (eV): -2.45
Highest occupied orbital energy (Eh): -0.4053
E (hartree): -3119.0049
Molecular weight (g/mol): 886.0
Orbital gap (eV): 8.58

```
! RIJCOSX wB97M-V def2-TZVPD def2/J DEFGRID3
* xyz 1 1
C 1.878 8.382 0.500
C 1.228 -2.566 1.755
H -5.925 -2.690 6.074
F -2.622 -5.120 4.221
C -2.173 -7.793 0.856
H -4.592 5.361 -0.658
C -1.367 5.567 2.269
C -1.860 5.036 -3.377
C 4.187 -3.850 -4.664
F 5.791 0.375 3.046
C 4.739 -6.003 -3.720
C 2.649 -2.237 1.127
C -4.370 -3.922 5.251
H 3.600 0.105 0.515
H -0.187 -4.623 -2.962
F -0.276 7.423 0.408
C -1.575 4.549 3.184
C 1.128 7.209 -1.471
F 2.599 -5.595 -4.622
H -4.111 5.878 4.979
C -3.150 6.817 3.300
C -1.285 1.119 1.416
C 0.725 -2.386 -5.351
O 3.343 -1.370 2.053
C -0.318 -7.020 -1.071
H -1.732 -0.512 -0.029
C 6.020 -5.546 -3.430
H 6.735 -6.208 -2.956
C 4.590 0.689 2.431
H -2.391 1.386 1.300
H 4.284 8.374 -1.889
H 2.525 7.117 -3.099
N -1.167 0.404 2.718
C 0.355 -1.211 -4.704
H -4.510 -4.734 5.953
H -0.729 2.111 1.378
C -3.187 -3.001 3.361
H -1.085 4.932 -4.127
H 0.512 -0.253 -5.185
C -2.066 4.020 -2.459
N 0.357 -0.567 0.322
C -1.117 -6.959 1.206
H -2.899 -8.088 1.605
C 0.528 -3.618 -4.732
C 3.332 8.176 -1.409
H -0.520 -0.363 -2.922
C -0.022 -0.543 2.767
C -0.217 -1.268 -3.437
H -2.507 6.973 -4.042
C -2.654 6.176 -3.323
C -3.390 -4.018 4.277
H -1.000 -6.604 2.223
H -3.185 3.311 -0.779
H -1.464 -8.219 -2.436
C 5.465 -3.392 -4.363
H 5.128 -0.894 0.951
C -2.557 4.645 4.156
H 4.437 -7.013 -3.471
H 3.219 -3.229 1.079
H -0.963 1.118 3.438
H -3.119 -8.899 -0.725
H -2.700 3.831 4.857
H -0.221 -1.251 3.639
C -2.297 -8.245 -0.453
H 0.411 -6.705 -1.809
C -0.203 -6.581 0.238
H -0.868 -2.066 1.276
C 0.907 7.671 -0.185
C -0.909 0.255 0.140
H 0.868 -3.574 1.331
C 6.381 -4.241 -3.749
C -2.164 6.707 2.325
H 1.676 8.735 1.505
H -3.839 -1.065 2.696
H 5.747 -2.374 -4.608
C -3.636 6.292 -2.344
H 0.647 -1.042 -0.545
C 4.171 -0.420 1.344
C -5.161 -2.779 5.311
H 1.110 0.099 0.585
H -4.252 7.183 -2.298
C -1.368 -7.863 -1.417
F 4.729 1.940 1.846
H -2.016 7.505 1.611
H 7.379 -3.884 -3.519
H -0.861 0.887 -0.795
C 2.346 7.468 -2.089
F 3.614 0.700 3.426
F 0.819 -5.768 0.574
C -3.829 5.268 -1.422
C -0.034 -3.675 -3.462
C 0.091 -1.481 1.473
C -3.345 5.788 4.218
H -5.589 -0.864 4.437
H 0.350 6.651 -1.980
H 3.870 9.179 0.415
C 3.838 -5.150 -4.336
C -3.043 4.122 -1.483
C -0.402 -2.499 -2.831
C 3.100 8.631 -0.114
H 2.623 -1.814 0.076
H 3.464 -3.207 -5.149
F -0.951 -2.556 -1.598
H -2.409 -3.102 2.613
F -0.805 3.439 3.127
H 0.812 -4.530 -5.238
F -1.300 2.911 -2.513
C -4.969 -1.752 4.391
H -3.768 7.706 3.347
H 0.992 -0.062 2.940
C -3.985 -1.864 3.415
H -0.589 5.467 1.523
H 1.167 -2.343 -6.340
H 1.340 -2.621 2.889
*
```

Record 3
Density functional theory data (ωB97M-V/def2-TZVPD) for a molecular structure, C23H53FeNOP3.

Calculated values
LUMO level (spin up / spin down) (eV): -2.00 / -3.45
Highest occupied orbital energy (spin up / spin down) (Eh): -0.3686 / -0.4030
E (hartree): -3325.6297
Molecular weight (g/mol): 508.4
Orbital gap (spin up / spin down) (eV): 8.03 / 7.52

```
! RIJCOSX wB97M-V def2-TZVPD def2/J DEFGRID3
* xyz 1 5
C 0.938 0.893 3.393
H 2.147 2.183 -2.039
H 2.854 -1.874 3.460
H -0.957 -2.144 -4.062
H 3.627 -1.143 -3.118
H 1.044 0.074 5.431
H -1.819 -2.928 3.012
H 1.912 1.686 0.317
C 3.754 -1.469 -0.969
H 2.628 0.501 4.732
C -3.041 -0.811 -0.564
H 0.402 3.205 -3.538
C 3.481 -1.728 1.377
H -4.951 1.025 -1.709
H -3.121 3.671 0.555
C 2.825 -1.157 2.630
H 1.023 -0.254 -5.350
H 3.677 1.449 -3.865
H -5.117 -0.753 0.152
H 1.368 -2.193 4.897
C 0.316 -1.685 -0.200
N 2.931 -1.134 0.175
C 0.914 -1.301 -3.419
H -2.212 -1.535 -0.558
H 1.137 -2.020 -5.431
H 3.376 -0.257 2.930
C 1.446 -1.139 -4.851
H 3.708 -2.551 -1.245
H 0.593 -2.900 2.573
H -1.478 -1.911 1.602
H -1.885 -1.161 3.179
H -0.307 2.163 -2.283
H 1.502 1.643 2.808
H -2.555 1.139 -2.497
H 2.663 1.499 0.355
H 3.982 0.305 -2.145
H -4.361 1.461 1.099
P 1.603 -0.098 -2.175
H -0.096 -3.180 4.875
O 0.037 -2.821 -0.358
C -4.187 -1.327 0.305
H 2.300 1.230 -4.975
H -4.424 -2.372 0.030
C -3.282 1.603 1.224
H -0.951 1.390 2.446
C -2.887 1.777 -1.657
C -0.520 1.337 3.451
H -1.051 -0.392 -3.778
C -0.616 -1.330 -3.402
H -1.885 3.155 1.768
H 2.542 -1.096 -4.894
C 3.391 -0.620 -2.183
H 1.519 1.775 5.261
Fe 1.334 -0.216 0.084
H 4.562 -1.460 1.392
P 1.078 -0.612 2.314
C 1.721 1.615 -2.887
P -2.291 0.859 -0.160
H -1.138 0.667 4.068
H -0.238 -1.438 5.165
H -0.600 2.336 3.902
C 0.326 2.167 -3.180
C 1.571 0.787 4.785
H 4.804 -1.237 -0.676
C -2.935 3.075 1.465
C -4.410 1.983 -1.732
H -2.995 1.017 2.113
H -3.538 3.485 2.290
C 2.656 1.775 -4.092
H 2.698 2.841 -4.352
H -0.182 1.594 -3.971
H 1.278 -2.269 -3.023
C -1.346 -1.988 2.690
C 0.314 -2.199 4.592
H -4.656 2.451 -2.696
H 3.406 -2.843 1.395
H -3.389 -0.726 -1.601
C 0.136 -2.027 3.076
H -3.940 -1.354 1.380
H -1.006 -1.535 -2.397
H -4.816 2.643 -0.951
H -2.338 2.733 -1.766
*
```

Record 4
Density functional theory data (ωB97M-V/def2-TZVPD) for 13 unconnected molecules or ions with the total composition C2H30N2O13.

Calculated values
LUMO level (eV): 0.01
Highest occupied orbital energy (Eh): -0.3869
E (hartree): -1181.7471
ΔE to the lowest compared entry with this formula, charge and spin (eV): 3.115
Molecular weight (g/mol): 290.3
Orbital gap (eV): 10.54

```
! RIJCOSX wB97M-V def2-TZVPD def2/J DEFGRID3
* xyz 0 1
H 0.961 -2.048 -1.889
H -1.387 -2.554 -1.013
N 0.271 0.502 0.839
O -1.438 0.079 3.372
C -0.964 0.277 0.223
H 0.149 -3.395 2.113
H -0.550 1.856 4.174
O 3.708 0.182 1.741
H 0.967 0.765 0.230
H 0.565 -0.054 1.643
H -3.079 2.092 -0.822
H -0.526 2.017 2.592
H 1.357 -3.667 2.533
H 2.334 -0.586 -2.042
O 2.704 -1.230 -1.337
O 0.102 -2.515 -2.159
O 0.407 2.259 -3.162
O 0.648 -3.095 2.716
C -2.615 1.197 -1.304
H -2.227 -0.028 3.975
H -2.598 1.325 -2.354
H 3.099 -0.618 -0.725
H -3.218 0.342 -0.912
H -3.329 -2.759 -0.541
H -3.168 -1.534 0.361
H -0.449 -1.290 -3.284
H 2.886 0.630 1.864
H 3.343 1.721 -0.570
O -0.183 2.439 3.470
H 1.315 4.150 1.349
O 3.001 1.389 -1.330
O -3.758 -1.837 -0.349
H 3.600 -0.737 1.864
O -0.608 -0.418 -3.690
H -1.770 0.007 2.399
O -1.344 -3.047 -0.143
O -1.773 -0.520 0.825
N -1.210 1.104 -0.891
H 0.147 1.729 -3.838
H -1.419 -2.389 0.508
O 1.800 3.362 1.624
H -0.458 1.759 -1.028
H 0.539 1.717 -2.408
H 0.117 -3.504 -2.114
H 3.519 1.308 -1.972
H -0.910 0.218 -3.048
H 1.441 3.400 2.512
*
```

Record 5
Density functional theory data (ωB97M-V/def2-TZVPD) for 23 unconnected molecules or ions with the total composition C23H92N46O23.

Calculated values
LUMO level (eV): -0.38
Highest occupied orbital energy (Eh): -0.3051
E (hartree): -5181.4668
ΔE to the lowest compared entry with this formula, charge and spin (eV): 15.198
Molecular weight (g/mol): 1381.3
Orbital gap (eV): 7.92

```
! RIJCOSX wB97M-V def2-TZVPD def2/J DEFGRID3
* xyz 0 1
H -1.967 -2.991 8.028
N 0.377 -0.613 -4.160
H 0.372 2.409 -6.282
N -0.501 -3.806 6.609
C 3.042 -3.812 0.009
H 0.574 5.540 -3.104
H -0.497 4.618 -5.448
H 0.178 -0.328 5.183
H -2.159 6.944 4.256
H 2.560 2.789 0.160
H -1.508 5.513 -4.457
N -2.978 5.769 -1.227
H 3.449 2.177 -6.947
H -2.022 2.661 -2.572
C -3.133 2.715 -7.841
H -5.115 1.382 6.508
O 3.843 -3.214 -4.480
O 3.600 -4.898 0.157
O 0.781 -1.020 -1.241
N 3.647 -1.026 -4.608
O -2.961 0.813 4.560
H 3.021 -1.271 -5.362
H 1.339 -2.696 0.167
H 4.225 -0.206 -4.496
H 1.359 -0.782 -3.996
H 0.261 3.722 0.355
H 4.145 2.837 -0.605
H 2.103 -2.795 2.570
C 0.712 -5.999 2.150
N 1.882 -3.501 0.446
H 3.730 -5.684 6.643
N 3.561 -2.706 -0.410
N 1.720 -5.257 -4.294
N 3.227 3.162 -6.965
N 0.252 0.626 4.860
H -4.528 2.349 5.268
H -2.522 -0.469 3.027
H -2.611 0.856 -7.165
H -0.486 6.918 -2.481
H -2.324 3.972 3.208
H -0.418 -5.762 0.584
N -2.389 4.975 3.302
H 0.081 -7.411 1.037
N -2.524 1.846 -6.985
H -1.909 -5.733 -3.004
N -1.514 -2.228 7.546
H 1.952 1.475 7.287
H -2.594 -3.855 2.228
H 3.352 -4.421 5.548
H 2.730 -0.664 4.697
C 2.006 3.475 -6.727
H -0.428 0.824 4.140
C 2.160 6.691 -3.468
O 0.838 -4.852 2.500
O 0.181 -1.747 6.170
O 1.967 7.359 -2.433
H 4.910 -0.979 -2.689
H 3.424 -6.447 -5.272
H 0.737 3.410 4.275
O -1.122 2.454 -4.772
H 2.099 0.851 0.815
O 4.468 -2.097 2.764
C -3.572 0.693 5.561
O -3.508 2.479 -8.905
N -1.299 -4.928 -3.005
N 2.397 -4.648 5.313
O 0.136 2.645 5.862
H 1.427 -4.151 1.071
H -0.088 0.700 1.156
O 0.989 -6.438 5.414
N -2.639 -1.444 2.791
N 0.041 1.025 -1.058
H -1.192 -4.495 6.870
N 3.447 2.356 -0.056
N -1.011 6.546 -1.703
C -0.558 -2.550 6.768
H 3.230 0.401 2.103
N -1.915 3.555 -3.031
H -2.775 4.281 -6.513
H 1.543 1.546 -7.172
H -0.058 1.023 -2.063
H -3.561 -1.851 2.728
C -1.489 3.474 -4.281
C 0.369 3.221 2.347
H 1.098 4.785 1.337
N -0.282 -3.289 -2.248
N 5.137 -1.728 -3.327
N 1.018 -7.012 2.828
C 2.014 -5.795 5.656
O -1.989 2.759 -0.219
O -1.501 -4.467 -0.746
N -2.877 6.420 4.734
N -4.033 -3.368 -0.399
H -2.905 -0.539 -1.048
N -2.930 1.550 1.305
H 1.268 4.748 3.307
H 1.669 -0.035 6.563
H 1.381 -6.790 3.744
N -1.350 4.622 -4.907
N -1.699 -3.432 2.428
O -2.554 6.704 -3.143
H -3.252 -4.002 -0.491
H 0.260 -4.132 6.031
N 1.437 0.948 6.598
H 2.653 -7.072 6.893
H 3.769 7.662 -4.104
N 1.250 2.429 -6.780
H 1.807 -4.088 4.713
O -5.078 -1.458 -0.619
H 3.080 -1.818 -0.430
C -3.007 2.308 0.246
N 0.837 3.836 3.364
H -0.510 1.606 -0.443
O 0.309 -2.451 -5.285
H -0.137 -2.448 -1.708
N -4.151 2.480 -0.159
C -0.991 -4.313 -1.884
H -2.201 2.097 -6.062
N -2.889 -1.520 -0.808
C 1.465 -6.374 -4.908
H -1.754 5.663 2.921
H 0.087 0.343 -4.305
H 2.712 -5.069 -4.329
H -0.795 -3.881 2.393
H -4.967 -3.750 -0.355
H -2.139 4.382 -2.497
H -3.896 4.522 -7.865
H -4.836 2.039 0.439
N 0.206 -6.408 1.045
H -2.028 1.560 1.759
H 3.913 3.900 -7.023
H 3.287 6.231 -5.064
C 4.242 -2.075 -4.151
C 3.543 -1.716 3.452
N 3.608 -0.720 4.202
O -0.464 -1.706 3.032
H -2.945 -1.142 6.222
C -4.029 -2.095 -0.615
N 0.072 -0.174 0.676
H 0.055 -3.168 -3.192
H -0.582 6.529 -0.789
H 0.828 -7.990 2.659
H -1.716 -1.249 7.687
O -0.246 2.140 2.348
H -3.915 5.541 -1.526
O 0.379 -6.891 -4.896
C -2.227 6.412 -2.042
N -1.369 -0.804 -5.264
O 4.985 1.455 1.369
H -4.409 3.284 -0.713
N -3.238 3.955 -7.349
H 5.710 -2.480 -2.971
N 2.868 1.066 1.434
N 0.562 3.930 1.297
C -0.255 -1.411 -4.902
N -3.675 -0.446 6.276
N 3.171 6.871 -4.291
H 0.152 -0.994 1.261
C 3.874 1.646 0.970
H -1.391 -4.358 -3.834
H -1.721 -0.057 -4.682
C -1.525 -2.188 2.733
C 0.598 1.482 5.785
O -4.020 4.459 4.747
N 1.374 5.653 -3.710
H 2.429 -7.853 -5.803
H -4.363 -0.495 7.013
H 4.466 -0.194 4.293
N 2.280 -2.113 3.293
H -3.729 1.215 1.824
N 3.006 -6.313 6.327
C 0.280 -0.152 -0.580
H -2.648 5.285 -0.404
C -3.233 5.268 4.295
N 2.550 -6.937 -5.396
H -2.089 -1.244 -5.819
N -4.322 1.611 5.926
H -2.127 -2.030 -0.384
H 4.437 -2.803 -0.904
H 1.477 -1.576 3.586
H 1.570 5.151 -4.563
H -3.343 6.735 5.573
O 1.565 4.586 -6.305
H 1.021 -4.553 -4.106
*
```

Record 6
Density functional theory data (ωB97M-V/def2-TZVPD) for C4H5NO in the gas phase.

Calculated values
LUMO level (eV): 0.79
SMILES: N=C=C/C=C\O
Highest occupied orbital energy (Eh): -0.2854
E (hartree): -285.3377
ΔE to the lowest compared entry with this formula, charge and spin (eV): 2.091
Molecular weight (g/mol): 83.1
Orbital gap (eV): 8.56

```
! RIJCOSX wB97M-V def2-TZVPD def2/J DEFGRID3
* xyz 0 1
H -1.890 1.281 -0.484
H 2.972 -0.626 -0.297
H 0.465 2.137 -0.803
C -1.049 0.645 -0.223
C 1.423 0.500 -0.067
H -2.271 -1.092 0.017
O -0.301 -1.446 0.540
C -1.302 -0.615 0.122
H -0.721 -2.009 1.196
C 0.312 1.168 -0.339
N 2.493 0.039 0.307
*
```

Record 7
Density functional theory data (ωB97M-V/def2-TZVPD) for C4H7N in the gas phase.

Calculated values
LUMO level (eV): 1.18
SMILES: C=C[C@@H]1CN1
Highest occupied orbital energy (Eh): -0.3426
E (hartree): -211.2703
ΔE to the lowest compared entry with this formula, charge and spin (eV): 2.458
Molecular weight (g/mol): 69.1
Orbital gap (eV): 10.50

```
! RIJCOSX wB97M-V def2-TZVPD def2/J DEFGRID3
* xyz 0 1
H -1.507 -0.314 1.919
H 0.710 0.742 1.517
H 1.783 -1.186 -1.964
C 0.116 0.457 0.646
N -1.050 1.289 0.528
C 1.242 -0.916 -1.120
H 0.933 -1.946 -0.661
C -1.233 -0.089 0.885
H 1.397 1.132 -0.984
H -1.757 -0.796 0.250
C 0.878 0.252 -0.567
H -1.513 1.375 -0.451
*
```